(1)
The following is a DFT calculation (ωB97M-V/def2-TZVPD) of 2 unconnected molecules or ions with the total composition C4H12 in a non-equilibrium geometry.

Values from the calculation:
E_HOMO   -0.4296 hartree
ΔE to the lowest compared entry with this formula, charge and spin   0.193 eV
HOMO-LUMO gap   13.02 eV
E_LUMO   0.049 hartree
Molecular weight   60.14 g mol⁻¹
Structure (SMILES)   CC.CC

```
16
C4H12, DFT ωB97M-V/def2-TZVPD
H 3.931 -1.702 -3.892
H -3.094 1.479 6.509
H 2.593 -0.648 -6.387
C 2.805 -1.479 -5.712
C -2.716 0.950 5.642
H -1.632 1.109 5.697
H 1.908 -2.089 -5.622
H 2.338 -0.945 -3.656
H -4.380 1.511 4.418
C 3.215 -0.997 -4.296
H 3.613 -2.034 -6.180
H -2.972 2.513 4.083
H -2.881 -0.117 5.670
H -3.068 0.860 3.529
C -3.287 1.517 4.366
H 3.698 -0.024 -4.305
```

Results of the natural (NBO) charge analysis, in e, for atoms 1 through 8:
1 H 0.20
2 H 0.20
3 H 0.20
4 C -0.61
5 C -0.61
6 H 0.20
7 H 0.20
8 H 0.20

---

(2)
The following is a DFT calculation (ωB97M-V/def2-TZVPD) of 2 unconnected molecules or ions with the total composition C4H12 in a non-equilibrium geometry.

Values from the calculation:
E_HOMO   -0.4049 hartree
ΔE to the lowest compared entry with this formula, charge and spin   1.767 eV
HOMO-LUMO gap   12.06 eV
E_LUMO   0.038 hartree
Molecular weight   60.14 g mol⁻¹
Structure (SMILES)   CC.CC

```
16
C4H12, DFT ωB97M-V/def2-TZVPD
H 0.275 0.673 -1.789
H 0.861 2.285 -1.249
H 1.097 -2.343 0.461
H -0.619 -1.032 1.841
H -0.605 1.483 -0.560
H -1.321 2.015 -3.242
H -2.330 1.859 -1.942
H -1.217 3.302 -2.022
C -0.057 1.688 -1.485
H 1.981 -1.048 1.565
C 0.039 -1.882 2.252
H 0.239 -1.826 3.352
C -1.300 2.320 -2.216
H 2.083 -2.908 1.752
C 1.401 -1.926 1.464
H -0.525 -2.661 1.816
```

Results of the natural (NBO) charge analysis, in e, for atoms 1 through 8:
1 H 0.21
2 H 0.21
3 H 0.21
4 H 0.20
5 H 0.21
6 H 0.20
7 H 0.20
8 H 0.20

---

(3)
The following is a DFT calculation (ωB97M-V/def2-TZVPD) of 2 unconnected molecules or ions with the total composition C4H12 in a non-equilibrium geometry.

Values from the calculation:
E_HOMO   -0.4200 hartree
ΔE to the lowest compared entry with this formula, charge and spin   0.602 eV
HOMO-LUMO gap   12.54 eV
E_LUMO   0.041 hartree
Molecular weight   60.14 g mol⁻¹
Structure (SMILES)   CC.CC

```
16
C4H12, DFT ωB97M-V/def2-TZVPD
H 0.927 2.901 -1.182
H 0.979 -2.503 1.104
H -0.066 2.669 -2.534
C -0.695 -1.482 2.021
H -1.708 -1.748 1.692
C 0.373 -1.608 0.939
C 0.069 2.291 -1.520
H 0.596 0.414 -0.506
H -0.158 -1.625 -0.007
H 1.135 -0.836 0.933
H -0.764 -0.490 2.470
H -0.701 -2.176 2.874
H -0.712 0.368 -1.693
H -0.666 2.653 -0.797
C 0.257 0.791 -1.468
H 1.082 0.533 -2.137
```

Results of the natural (NBO) charge analysis, in e, for atoms 1 through 8:
1 H 0.20
2 H 0.21
3 H 0.21
4 C -0.63
5 H 0.21
6 C -0.62
7 C -0.61
8 H 0.21

---

(4)
The following is a DFT calculation (ωB97M-V/def2-TZVPD) of 2 unconnected molecules or ions with the total composition C4H12 in a non-equilibrium geometry.

Values from the calculation:
E_HOMO   -0.4287 hartree
ΔE to the lowest compared entry with this formula, charge and spin   0.330 eV
HOMO-LUMO gap   12.80 eV
E_LUMO   0.042 hartree
Molecular weight   60.14 g mol⁻¹
Structure (SMILES)   CC.CC

```
16
C4H12, DFT ωB97M-V/def2-TZVPD
C 1.077 1.986 0.710
H 0.964 1.505 2.836
H -2.000 -2.699 -0.994
H 1.063 2.981 0.249
H -0.320 -0.499 -1.834
H 2.120 1.673 0.694
C -0.276 -1.328 -1.138
C 0.340 1.937 2.046
H 0.010 2.917 2.366
H -1.474 -2.473 -2.630
H -0.494 1.240 2.046
H 0.527 1.384 -0.015
C -1.116 -2.542 -1.599
H 0.763 -1.596 -0.969
H -0.670 -1.033 -0.174
H -0.514 -3.453 -1.593
```

Results of the natural (NBO) charge analysis, in e, for atoms 1 through 8:
1 C -0.62
2 H 0.21
3 H 0.20
4 H 0.20
5 H 0.21
6 H 0.21
7 C -0.62
8 C -0.62